1.
This record from OMol25 describes 2 unconnected molecules or ions with the total composition C4H8O4 at a distorted geometry. The level of theory is ωB97M-V/def2-TZVPD.

Structure (ORCA input):
```
! wB97M-V def2-TZVPD RIJCOSX def2/J DEFGRID3
* xyz 0 1
C -2.072 0.165 -0.053
C -3.575 -0.006 -0.054
C 2.045 -0.043 -0.115
C 3.534 -0.065 0.110
H -0.527 -0.945 0.073
H -4.199 0.868 -0.255
H -3.760 -0.941 -0.759
H -3.794 -0.350 0.973
H 0.577 1.176 -0.212
H 3.992 -1.078 0.033
H 4.118 0.492 -0.607
H 3.728 0.398 1.110
O -1.444 1.214 -0.111
O -1.498 -1.056 0.194
O 1.347 -0.995 -0.336
O 1.531 1.166 0.008
*
```

Calculated values
* energy: -458.2189 a.u.
* SMILES: CC(=O)O.CC(=O)O
* relative energy (zero: lowest compared OMol25 entry of this formula, charge and spin): 37.5 kJ/mol

***

2.
This record from OMol25 describes a molecular structure, C13H29N6O2SSn at a distorted geometry. The level of theory is ωB97M-V/def2-TZVPD.

Structure (ORCA input):
```
! wB97M-V def2-TZVPD RIJCOSX def2/J DEFGRID3
* xyz 3 1
Sn 0.014 0.012 -0.078
N 1.629 0.261 2.016
C 0.834 0.672 3.163
C 0.279 2.047 2.861
N -0.597 2.014 1.686
C -2.031 2.084 1.948
C -2.679 0.715 1.847
N -2.496 0.221 0.493
H 2.049 -0.645 2.208
H 2.414 0.903 1.916
H 1.415 0.720 4.085
H 0.024 -0.044 3.311
H 1.105 2.737 2.689
H -0.269 2.390 3.738
H -0.313 2.686 0.986
H -2.505 2.757 1.232
H -2.229 2.468 2.947
H -3.732 0.825 2.111
H -2.224 0.018 2.551
H -3.010 0.816 -0.156
H -2.894 -0.712 0.409
C 0.544 -3.072 1.923
O -0.363 -2.313 1.086
C -1.122 -3.140 0.195
C -0.385 -3.385 -1.088
O -0.037 -2.112 -1.634
C 0.017 -2.103 -3.083
H -0.031 -3.746 2.557
H 1.076 -2.374 2.561
H 1.254 -3.645 1.330
H -2.039 -2.595 -0.036
H -1.377 -4.090 0.664
H -1.036 -3.937 -1.768
H 0.518 -3.977 -0.924
H -0.936 -2.429 -3.502
H 0.804 -2.768 -3.437
H 0.231 -1.087 -3.398
S 2.730 0.039 -1.030
C 2.571 0.028 -2.665
N 2.434 0.013 -3.824
C -2.636 2.568 -4.796
N -1.814 2.333 -3.595
C -1.085 3.292 -2.927
C -0.503 2.670 -1.874
N -0.875 1.334 -1.892
C -1.658 1.175 -2.956
H -2.858 3.627 -4.873
H -3.567 2.013 -4.731
H -2.105 2.259 -5.693
H -1.034 4.320 -3.250
H 0.150 3.086 -1.122
H -2.115 0.248 -3.268
*
```

Calculated values
* energy: -1603.1639 a.u.
* relative energy (zero: lowest compared OMol25 entry of this formula, charge and spin): 318.5 kJ/mol

***

3.
This record from OMol25 describes C3H4N2O in the gas phase at a distorted geometry. The level of theory is ωB97M-V/def2-TZVPD.

Structure (ORCA input):
```
! wB97M-V def2-TZVPD RIJCOSX def2/J DEFGRID3
* xyz 0 1
N -1.290 0.856 0.685
C -0.214 0.265 -0.014
C 0.133 -0.860 0.595
O 1.196 -1.393 -0.108
C 1.378 -0.477 -1.118
N 0.574 0.536 -1.121
H -2.197 0.832 0.257
H -1.092 1.675 1.229
H -0.666 -0.766 1.424
H 2.178 -0.669 -1.829
*
```

Calculated values
* energy: -301.3834 a.u.
* SMILES: Nc1cocn1
* relative energy (zero: lowest compared OMol25 entry of this formula, charge and spin): 272.5 kJ/mol

***

4.
This record from OMol25 describes a molecular structure, C37H39GeN5NiO2. The level of theory is ωB97M-V/def2-TZVPD.

Structure (ORCA input):
```
! wB97M-V def2-TZVPD RIJCOSX def2/J DEFGRID3
* xyz 1 4
Ni -0.997 -1.576 -0.184
N -0.229 -3.511 0.268
C -0.077 -3.806 1.720
C -0.954 -2.902 2.583
C -2.425 -3.310 2.661
C -3.147 -3.473 1.328
N -2.966 -2.317 0.422
H -0.915 -4.129 -0.150
H 0.630 -3.701 -0.234
H 0.966 -3.652 1.988
H -0.308 -4.855 1.920
H -0.872 -1.878 2.209
H -0.543 -2.880 3.594
H -2.960 -2.570 3.264
H -2.506 -4.260 3.194
H -4.204 -3.644 1.530
H -2.788 -4.364 0.808
H -3.376 -1.483 0.831
H -3.474 -2.476 -0.443
C 1.918 0.511 7.383
O 3.024 1.150 6.750
C 2.787 1.856 5.636
C 1.527 1.970 5.037
C 1.382 2.728 3.891
C 2.486 3.379 3.328
C 3.737 3.278 3.956
C 3.892 2.514 5.082
N 2.424 4.223 2.220
N 1.446 4.246 1.432
C 0.785 3.243 0.880
C -0.500 3.569 0.325
C -1.384 2.614 -0.031
C -1.036 1.221 0.077
O -1.836 0.307 -0.153
C 0.367 0.878 0.428
N 0.695 -0.422 0.328
C 1.946 -0.774 0.563
C 2.938 0.151 0.884
C 2.603 1.477 1.002
C 1.272 1.863 0.797
H 2.316 0.020 8.262
H 1.469 -0.233 6.722
H 1.167 1.243 7.682
H 0.663 1.487 5.468
H 0.399 2.849 3.454
H 4.578 3.808 3.523
H 4.850 2.422 5.578
H -0.763 4.620 0.271
H -2.371 2.861 -0.397
H 2.184 -1.826 0.452
H 3.958 -0.181 1.022
H 3.360 2.216 1.230
C 0.217 -3.281 -3.170
Ge -0.611 -1.591 -2.563
C -2.195 -1.417 -3.712
C -2.087 -1.584 -5.097
C -3.205 -1.495 -5.919
C -4.455 -1.235 -5.370
C -4.582 -1.056 -3.999
C -3.458 -1.145 -3.182
C 0.713 -0.187 -2.963
C 2.034 -0.558 -3.020
C 3.079 0.392 -3.157
C 2.791 1.721 -3.212
C 1.444 2.165 -3.156
C 1.128 3.548 -3.221
C -0.168 3.974 -3.195
C -1.217 3.030 -3.104
C -0.942 1.695 -3.024
C 0.398 1.212 -3.045
H 0.513 -3.199 -4.220
H -0.517 -4.088 -3.092
H 1.108 -3.558 -2.598
H -1.118 -1.781 -5.545
H -3.102 -1.624 -6.990
H -5.326 -1.168 -6.009
H -5.553 -0.840 -3.570
H -3.561 -0.962 -2.115
H 2.302 -1.609 -2.961
H 4.107 0.054 -3.221
H 3.582 2.457 -3.312
H 1.940 4.263 -3.309
H -0.396 5.031 -3.258
H -2.246 3.370 -3.112
H -1.757 0.985 -2.969
*
```

Calculated values
* energy: -5442.5911 a.u.
* expectation value of S²: 3.811